{"formula": "C34H36BN10STc", "method": "ωB97M-V/def2-TZVPD", "e_above_lowest_kcal_mol": 12.2, "multiplicity": 1, "homo_energy_ha": [-0.2482, -0.2473], "lumo_ev": [-0.7313, -0.7448], "total_charge": 0, "species": ["Tc", "C", "C", "N", "N", "C", "B", "N", "C", "C", "C", "N", "N", "C", "C", "C", "N", "N", "C", "C", "C", "N", "H", "H", "H", "H", "H", "H", "H", "H", "H", "H", "H", "H", "N", "C", "C", "C", "C", "C", "C", "C", "C", "C", "C", "C", "C", "C", "H", "H", "H", "H", "H", "H", "H", "H", "H", "H", "C", "S", "C", "H", "H", "H", "H", "H", "H", "C", "H", "H", "H", "N", "C", "C", "C", "C", "C", "C", "H", "H", "H", "H", "H"], "xyz": [[0.1611, 0.4248, -0.6325], [1.6993, 4.4178, -0.4799], [1.1778, 3.3503, -1.2034], [1.3435, 2.2170, -0.5301], [1.9989, 2.5158, 0.6047], [2.2087, 3.8429, 0.6641], [2.6785, 1.4382, 1.4861], [3.2383, 0.3847, 0.4947], [4.4761, -0.1282, 0.4131], [4.4840, -1.0714, -0.5918], [3.1779, -1.0688, -1.0827], [2.4446, -0.1997, -0.4096], [1.6943, 0.6655, 2.3516], [1.8375, 0.1731, 3.5940], [0.8640, -0.7816, 3.7886], [0.1634, -0.8247, 2.5825], [0.6688, 0.0629, 1.7387], [3.7865, 2.1032, 2.2734], [4.8460, 2.7634, 1.7410], [5.5515, 3.3406, 2.7670], [4.8323, 2.9833, 3.9164], [3.7851, 2.2477, 3.6057], [1.6956, 5.4547, -0.7429], [0.7242, 3.3562, -2.1753], [2.7114, 4.3017, 1.4896], [5.2546, 0.1984, 1.0725], [5.3138, -1.6597, -0.9228], [2.7382, -1.6284, -1.8832], [2.6084, 0.5384, 4.2399], [0.6952, -1.3541, 4.6787], [-0.6558, -1.4537, 2.2910], [5.0203, 2.7944, 0.6827], [6.4442, 3.9328, 2.7075], [5.0410, 3.2343, 4.9381], [-1.3514, -0.3076, 0.0184], [-2.5041, -0.3489, 0.5589], [-3.3187, -1.5630, 0.5579], [-4.5812, -1.6217, 1.1545], [-5.3197, -2.7867, 1.0991], [-4.8038, -3.9181, 0.4873], [-3.5335, -3.8854, -0.0635], [-2.7995, -2.7202, -0.0357], [-3.0454, 0.9091, 1.1389], [-4.2676, 1.4158, 0.7001], [-4.7519, 2.6125, 1.1898], [-4.0225, 3.3275, 2.1232], [-2.8046, 2.8377, 2.5616], [-2.3150, 1.6427, 2.0697], [-4.9850, -0.7562, 1.6572], [-6.3030, -2.8221, 1.5441], [-5.3855, -4.8257, 0.4493], [-3.1147, -4.7757, -0.5076], [-1.8110, -2.6831, -0.4671], [-4.8271, 0.8889, -0.0565], [-5.7005, 2.9921, 0.8366], [-4.3958, 4.2692, 2.4948], [-2.2331, 3.3854, 3.2956], [-1.3660, 1.2677, 2.4194], [1.1556, -3.8614, -2.0677], [0.7280, -3.5716, -0.3221], [2.2522, -4.1997, 0.4516], [0.8293, -4.8573, -2.3567], [2.2311, -3.7710, -2.1833], [0.6441, -3.1056, -2.6556], [3.0094, -3.4174, 0.4468], [2.5902, -5.0726, -0.0970], [2.0070, -4.4767, 1.4713], [-1.3593, 1.8167, -1.4484], [-1.4760, 2.6652, -0.7739], [-2.3444, 1.3700, -1.5652], [-1.0844, 2.1999, -2.4281], [0.1636, -0.2198, -2.3468], [-0.4663, -0.5664, -3.4477], [-1.8101, -1.0380, -3.3732], [-2.5169, -1.3509, -4.5069], [-1.9349, -1.2237, -5.7655], [-0.6165, -0.7943, -5.8600], [0.1173, -0.4886, -4.7375], [-2.2443, -1.1158, -2.3874], [-3.5381, -1.7009, -4.4227], [-2.4994, -1.4587, -6.6552], [-0.1571, -0.6916, -6.8331], [1.1475, -0.1750, -4.8302]], "forces_ev_per_angstrom": [[-1.8, -1.0, -2.3], [0.0, -0.1, 0.0], [0.1, 0.2, 0.1], [-0.6, 0.0, -0.3], [0.1, 0.5, 0.4], [-0.2, 0.0, -0.2], [-0.1, -0.4, -0.3], [0.5, 0.1, 0.1], [0.1, -0.2, -0.1], [0.1, 0.0, 0.0], [0.1, 0.1, 0.2], [-0.4, -0.4, -0.5], [0.0, 0.3, 0.7], [-0.1, -0.3, 0.2], [0.1, 0.0, 0.0], [0.1, 0.1, 0.1], [-0.2, 0.2, -1.3], [0.5, 0.2, -0.3], [0.3, 0.1, 0.0], [0.0, 0.0, -0.2], [0.0, -0.1, -0.2], [-0.4, 0.0, 0.7], [0.1, 0.2, -0.1], [-0.2, -0.1, 0.0], [0.1, 0.0, 0.2], [0.2, 0.1, 0.1], [0.2, -0.1, -0.1], [-0.1, -0.1, -0.2], [0.0, 0.0, 0.1], [0.0, -0.1, 0.1], [-0.2, 0.0, -0.1], [0.0, 0.0, -0.2], [0.1, 0.1, -0.1], [0.0, 0.0, 0.2], [-0.6, 0.5, 0.6], [0.6, 0.6, -0.3], [-0.2, -0.8, -0.1], [0.3, 0.2, -0.1], [-0.1, -0.3, 0.0], [-0.1, 0.0, 0.1], [0.0, -0.1, 0.0], [-0.1, 0.3, 0.0], [-0.1, 0.3, 0.2], [0.1, -0.1, 0.0], [-0.1, 0.1, 0.0], [0.0, 0.1, 0.0], [0.0, 0.1, 0.1], [0.0, -0.2, 0.0], [0.0, 0.0, 0.0], [-0.1, 0.0, 0.1], [-0.1, -0.1, 0.0], [0.1, -0.1, -0.1], [0.1, 0.0, 0.0], [-0.1, -0.1, -0.1], [0.0, 0.0, 0.0], [-0.1, 0.1, 0.1], [0.1, 0.1, 0.1], [0.1, 0.0, 0.0], [-0.2, 0.0, 0.5], [0.3, -0.1, 0.0], [-0.4, 0.3, -0.2], [0.1, 0.0, -0.2], [0.1, 0.1, -0.1], [0.0, 0.0, -0.2], [0.1, -0.1, 0.0], [0.1, -0.1, 0.1], [0.1, 0.0, 0.1], [0.3, -0.5, 0.4], [0.1, 0.0, 0.2], [0.0, -0.3, 0.1], [0.3, -0.1, -0.1], [3.5, 2.1, 3.3], [-2.4, -1.2, -1.6], [0.7, 0.4, 0.1], [-0.3, -0.3, -0.3], [0.1, 0.1, 0.3], [-0.2, 0.0, -0.4], [0.2, 0.1, 0.8], [-0.1, 0.0, 0.1], [0.0, 0.0, 0.0], [0.0, 0.0, -0.1], [0.0, 0.0, -0.1], [0.1, 0.1, 0.1]]}

---

{"formula": "C34H36Br36FN5O2P2", "method": "ωB97M-V/def2-TZVPD", "multiplicity": 1, "homo_energy_ha": -0.3189, "lumo_ev": -1.9704, "total_charge": 0, "species": ["C", "C", "C", "C", "C", "C", "N", "C", "C", "P", "N", "C", "F", "C", "C", "C", "C", "C", "C", "N", "C", "P", "O", "C", "N", "C", "C", "C", "O", "N", "C", "C", "H", "H", "H", "H", "H", "H", "H", "H", "H", "H", "H", "H", "H", "H", "H", "H", "H", "H", "H", "H", "H", "H", "H", "H", "C", "Br", "Br", "Br", "H", "C", "Br", "Br", "Br", "H", "C", "Br", "Br", "Br", "H", "C", "Br", "Br", "Br", "H", "C", "Br", "Br", "Br", "H", "C", "Br", "Br", "Br", "H", "C", "Br", "Br", "Br", "H", "C", "Br", "Br", "Br", "H", "C", "Br", "Br", "Br", "H", "C", "Br", "Br", "Br", "H", "C", "Br", "Br", "Br", "H", "C", "Br", "Br", "Br", "H"], "xyz": [[6.7885, 5.2734, -0.5119], [6.5668, 4.0025, -1.1113], [6.4049, 2.4858, -1.7575], [7.4189, 1.4950, -0.9355], [6.7362, 0.1291, -0.3429], [5.2310, 0.3713, 0.3370], [4.1016, -0.3956, -0.2951], [2.7681, -0.1350, 0.3418], [1.4601, -0.9392, -0.3041], [1.7877, -2.1774, -1.7721], [2.6449, -1.4297, -2.9254], [-0.0830, -0.7276, 0.2481], [-1.2787, -1.3974, -0.3270], [-0.2438, 0.3539, 1.5101], [-1.8273, 0.5839, 2.0095], [-2.2187, -0.1609, 3.3698], [-3.7279, -0.0102, 3.9654], [-4.6392, 0.8974, 2.9649], [-3.9899, 1.4933, 1.6253], [-2.6109, 1.4245, 1.0663], [1.0523, 1.1106, 2.1691], [0.6589, 2.3244, 3.6419], [1.6687, 3.5392, 3.7225], [2.6090, 0.8825, 1.6001], [3.6872, 1.6446, 2.3171], [4.9860, 1.3389, 1.6230], [6.3331, 2.1189, 2.2352], [7.4664, 1.0944, 2.8285], [8.6663, 1.0752, 2.1837], [7.3281, 0.1833, 4.0271], [7.3158, -1.2835, 3.6584], [6.1898, 0.5742, 4.9420], [7.3235, 6.2584, -0.1029], [5.2978, 2.1163, -1.8369], [6.8107, 2.5805, -2.8762], [8.0394, 2.1164, -0.1266], [8.2423, 1.1384, -1.7232], [6.6099, -0.6193, -1.2640], [7.4251, -0.4569, 0.4280], [0.5345, -2.7477, -2.2368], [2.5383, -3.2794, -1.1950], [2.0541, -1.5014, -3.7834], [-1.4272, -0.8145, 3.9455], [-4.1446, -0.5043, 4.9407], [-5.7675, 1.1103, 3.2280], [-4.7443, 2.1144, 0.9348], [0.7110, 1.6325, 4.9047], [-0.6752, 2.9223, 3.4939], [5.9790, 2.7875, 3.1589], [6.7599, 2.9093, 1.4489], [8.0618, -1.4236, 2.7393], [7.8247, -1.8666, 4.5579], [6.2659, -1.7182, 3.3748], [6.4781, 0.1577, 6.0229], [5.1522, 0.1011, 4.6801], [6.1600, 1.7544, 5.0708], [-8.1345, -1.1725, 4.8521], [-9.1038, -2.2483, 3.5531], [-7.9407, -2.0936, 6.5544], [-6.4212, -0.5680, 4.1570], [-8.7372, -0.2777, 5.0395], [8.5042, 3.7072, -6.0186], [7.3994, 4.1133, -7.5674], [7.7684, 4.4660, -4.3855], [8.8337, 1.7978, -5.8452], [9.4752, 4.1855, -6.1843], [-9.6659, 2.5236, 2.7496], [-7.8536, 1.9373, 2.3542], [-10.5661, 1.3139, 3.9785], [-9.7100, 4.3627, 3.3818], [-10.2236, 2.4958, 1.8076], [-3.4778, -3.7166, 5.9454], [-2.8291, -2.8800, 7.5775], [-5.0423, -4.8253, 6.2727], [-3.7976, -2.4101, 4.5400], [-2.6837, -4.3812, 5.5894], [-8.5515, 0.0309, -1.4824], [-9.4511, -1.0979, -2.7865], [-9.3452, 1.8044, -1.3901], [-8.4624, -0.8143, 0.2675], [-7.5205, 0.1596, -1.8282], [4.9244, 0.6829, -6.1342], [3.3065, 1.7612, -6.0695], [5.3999, -0.0147, -4.3817], [4.8003, -0.7294, -7.4662], [5.7382, 1.3458, -6.4460], [-11.7332, -2.5181, -5.8414], [-12.7025, -3.5939, -7.1404], [-11.5393, -3.4392, -4.1391], [-10.0198, -1.9136, -6.5366], [-12.3358, -1.6233, -5.6540], [-9.6174, 6.6450, 7.4286], [-10.8157, 7.3106, 6.0482], [-10.0766, 4.8354, 7.9749], [-7.7513, 6.7894, 6.8983], [-9.7513, 7.2873, 8.3052], [10.9887, 3.7923, 1.9547], [11.9915, 4.7915, 3.2890], [10.6652, 4.8470, 0.3526], [11.8318, 2.0885, 1.5416], [10.0105, 3.5672, 2.3923], [-7.4761, -5.6855, -6.6375], [-7.2595, -4.2014, -5.3985], [-9.3142, -5.8538, -7.2513], [-6.2241, -5.5774, -8.1224], [-7.2385, -6.6005, -6.0849], [0.7887, -4.3380, -5.4361], [1.7915, -3.3388, -4.1018], [0.4652, -3.2832, -7.0382], [1.6318, -6.0418, -5.8491], [-0.1895, -4.5631, -4.9985], [-2.8070, -7.8536, -7.2351], [-3.2754, -8.2900, -9.0720], [-1.8648, -9.3143, -6.3617], [-1.8189, -6.1820, -7.1176], [-3.7463, -7.7086, -6.6914]], "forces_ev_per_angstrom": [[-0.4, -8.7, -4.2], [1.6, 8.0, 3.8], [0.8, 1.3, -0.3], [1.2, 0.0, -0.2], [-0.8, -0.4, -0.2], [-3.1, -0.8, 0.2], [0.1, 3.9, 4.7], [0.0, 0.6, 0.6], [-2.6, 1.1, 2.3], [0.8, 2.4, 1.4], [-1.4, -0.5, 1.1], [3.9, 1.7, 0.9], [4.1, 2.1, 1.8], [1.8, -0.2, -0.6], [0.3, -0.4, 0.7], [-2.6, 2.1, -1.4], [1.8, 4.5, -5.3], [4.5, -0.2, -0.8], [0.2, -0.5, 0.6], [-2.7, -3.4, 6.6], [-1.7, -2.9, -2.8], [3.3, 4.0, -0.6], [-2.8, -3.6, -0.3], [-1.7, -0.3, 0.0], [2.1, -4.5, -6.1], [-1.2, -0.1, 0.2], [-1.1, 0.5, 1.1], [5.5, -0.7, -2.8], [-7.1, 0.0, 3.7], [-2.1, 1.7, -2.5], [1.8, -0.8, -0.3], [0.2, 0.1, 1.8], [-1.7, -2.8, -1.2], [2.1, 0.9, 0.5], [-1.0, -0.2, 2.6], [-1.6, -1.6, -1.7], [-1.8, 0.7, 1.8], [-0.2, 1.7, 2.1], [-1.4, 1.6, -1.5], [0.5, 0.8, 1.4], [-0.7, 0.8, -0.1], [0.9, 2.0, 1.1], [-1.7, 1.6, -1.5], [1.3, 2.6, -2.1], [3.3, 0.4, -1.1], [1.9, -1.5, 1.7], [-0.4, -0.2, -0.9], [0.8, -1.3, -0.1], [0.4, -1.5, -2.1], [-0.7, -2.2, 1.6], [-1.7, 0.3, 2.0], [-1.4, 1.1, -1.9], [1.8, 1.0, 0.7], [-0.6, 0.8, -2.3], [1.8, 1.1, 0.2], [-0.1, -2.7, -0.4], [-0.1, 0.0, 0.2], [0.3, 0.2, 0.3], [0.0, 0.2, -0.4], [-3.0, -1.8, 1.1], [0.3, -0.4, -0.1], [0.2, 0.2, 0.0], [0.2, -0.2, 0.4], [0.2, -0.1, -0.5], [-0.2, 0.4, 0.0], [-0.4, -0.2, 0.1], [-0.1, 0.2, -0.2], [-0.8, 0.7, 0.1], [0.1, 0.4, -0.3], [0.0, -0.5, -0.1], [0.3, -0.1, 0.4], [0.1, -0.7, -0.2], [-0.2, -0.1, -0.5], [0.4, 0.3, 0.0], [0.7, -3.9, 1.1], [-0.3, 0.3, 0.2], [0.3, -0.1, -0.1], [0.2, 0.4, 0.5], [0.1, -0.4, 0.0], [-0.1, 0.0, -0.6], [-0.5, 0.0, 0.2], [0.3, 0.2, 0.0], [0.4, -0.3, 0.0], [-0.2, 0.1, -0.5], [0.0, 0.3, 0.4], [-0.3, -0.3, 0.1], [-0.1, 0.2, 0.0], [0.3, 0.2, 0.3], [-0.1, 0.1, -0.5], [-0.5, -0.2, 0.1], [0.3, -0.4, -0.1], [0.0, 0.1, 0.2], [0.3, -0.2, 0.3], [0.1, 0.4, -0.2], [-0.5, -0.1, 0.1], [0.1, -0.3, -0.4], [-0.2, -0.2, 0.1], [-0.2, -0.2, -0.3], [0.1, -0.3, 0.4], [-0.2, 0.6, 0.1], [0.4, 0.0, -0.2], [0.0, -0.2, 0.1], [0.0, -0.4, -0.3], [0.5, 0.1, 0.2], [-0.3, 0.0, 0.4], [-0.1, 0.4, -0.3], [-0.5, -0.8, 0.0], [0.0, -2.9, -3.7], [0.1, -0.2, 0.4], [-0.1, 0.3, 0.0], [0.3, 0.0, -0.3], [-0.2, 0.1, 0.1], [0.2, 0.1, 0.5], [-0.2, 0.4, -0.2], [-0.3, -0.4, -0.2], [0.4, -0.1, -0.3]]}

---

no.,F_max (eV/Å)
1,5.3
2,9.7